No. 1
Below is a 4-piece molecular cluster, C64H66BrN2O11 overall at a distorted geometry, with properties calculated with ωB97M-V/def2-TZVPD.

```
! RIJCOSX wB97M-V def2-TZVPD def2/J DEFGRID3
* xyz 1 1
Br 2.638 0.755 2.533
O -2.629 -0.504 -2.141
O 4.526 1.733 8.068
O 3.005 4.503 4.705
O 1.274 1.999 -5.539
O -0.313 5.615 -1.845
O -6.113 -8.013 -1.797
O 1.950 5.414 -9.598
O -2.693 -5.731 -1.014
O -6.094 -13.236 -0.663
O 5.345 2.824 1.607
O 4.445 2.936 3.891
N 1.780 2.033 3.628
N 2.604 1.038 5.724
C 3.816 7.575 3.961
C -0.701 6.494 -0.807
C -4.692 -4.762 -2.720
C -0.690 -1.463 -0.385
C 6.189 3.700 2.382
C -7.173 -10.098 -2.073
C 1.373 0.503 6.331
C -6.118 -12.046 -0.897
C -4.171 -11.641 0.594
C 3.586 3.220 4.952
C -8.126 -12.297 -2.338
C 0.209 3.500 2.353
C 1.769 4.631 -8.689
C 3.185 1.455 -10.119
C 0.662 6.378 -7.310
C 5.697 1.190 6.025
C 5.169 2.319 6.921
C -3.714 -2.574 -2.438
C -0.078 2.513 1.197
C -5.111 -11.131 -0.292
C -5.671 -2.849 -3.802
C 2.200 3.211 -8.809
C 0.185 -3.338 0.843
C -4.132 -8.937 -0.063
C 2.048 2.325 -7.739
C -2.666 -1.688 -1.870
C -2.702 -4.542 -1.252
C 2.103 4.615 3.627
C -0.009 2.238 7.674
C -0.769 -4.163 0.271
C -3.219 -10.804 1.149
C 5.624 3.725 3.848
C -1.690 -3.639 -0.630
C -5.665 -4.215 -3.539
C 2.487 1.012 -7.860
C 0.015 6.788 -6.156
C 0.911 4.168 -6.379
C 1.646 3.349 2.881
C -0.266 3.226 -1.258
C -5.101 -9.771 -0.610
C -3.194 -9.453 0.814
C 2.397 2.228 4.990
C 0.505 4.546 -1.419
C 0.256 4.583 -5.227
C 1.084 1.137 7.713
C -4.696 -2.031 -3.256
C -6.128 -9.196 -1.520
C 2.703 5.590 2.565
C 6.161 5.085 1.701
C -9.145 -10.401 -3.411
C 1.105 5.066 -7.430
C -7.157 -11.466 -1.792
C 4.212 3.383 6.337
C -0.991 3.110 0.091
C 1.402 2.766 -6.473
C -9.117 -11.766 -3.146
C -3.720 -3.945 -2.159
C -0.194 5.886 -5.116
C 3.054 0.579 -9.046
C 0.228 -1.989 0.506
C 2.764 2.769 -9.999
C 3.322 6.684 3.301
C -1.659 -2.282 -0.946
C -8.173 -9.570 -2.880
H -9.874 -12.415 -3.568
H 1.878 6.017 1.996
H 7.179 3.250 2.373
H 4.151 8.113 4.807
H 5.470 4.759 4.148
H -2.443 -8.803 1.242
H 0.503 0.767 5.709
H 3.392 -0.445 -9.140
H 2.870 3.452 -10.831
H 2.254 3.257 1.987
H -9.926 -9.986 -4.036
H -0.331 7.809 -6.065
H -1.367 4.080 0.409
H 7.125 5.303 1.244
H -0.889 7.494 -1.187
H 1.412 -0.579 6.410
H 0.193 4.486 1.889
H 5.889 2.370 0.960
H 5.947 5.879 2.414
H 0.897 -3.746 1.549
H -0.990 3.215 -2.073
H -4.700 -0.970 -3.464
H 4.247 0.848 7.822
H 0.848 2.202 0.712
H -0.660 -0.412 -0.642
H 0.095 3.884 -4.418
H 1.211 5.133 3.994
H 3.618 1.111 -11.049
H 1.642 2.776 5.561
H 1.982 1.578 8.141
H 0.060 6.593 -0.023
H -4.114 -7.886 -0.321
H -0.707 6.200 -4.218
H 1.051 4.765 -0.490
H 0.409 2.387 -1.437
H 5.875 0.276 6.590
H 0.827 1.693 3.773
H -1.805 2.408 -0.081
H 4.715 4.349 6.338
H 6.033 2.828 7.343
H 3.433 5.074 1.946
H 6.398 3.270 4.467
H -4.694 -5.825 -2.515
H -0.600 2.223 6.758
H -0.556 1.600 1.560
H 6.677 1.474 5.636
H -0.531 3.432 3.153
H 3.135 0.335 5.228
H -0.803 -5.213 0.525
H -0.654 2.128 8.541
H 5.402 5.064 0.925
H -2.491 -11.202 1.845
H -8.194 -8.509 -3.089
H -6.438 -2.423 -4.435
H -6.424 -4.854 -3.971
H 5.096 0.931 5.158
H 2.380 0.330 -7.028
H -4.187 -12.692 0.850
H 1.258 4.410 -2.198
H 0.822 7.076 -8.121
H 3.385 3.510 7.034
H -8.107 -13.358 -2.128
H -1.612 6.107 -0.341
H 0.978 -1.341 0.942
H 0.754 0.332 8.367
H 0.456 3.218 7.790
*
```

Properties
Molar mass in g/mol: 1119.1
Frontier orbital gap in eV: 5.06
Highest occupied orbital energy in eV: -10.737
Calculated total energy in a.u.: -5989.20159
Lowest unoccupied orbital energy in hartree: -0.2086


No. 2
Below is a 2-piece molecular cluster, C64H70N2O2 overall at a distorted geometry, with properties calculated with ωB97M-V/def2-TZVPD.

```
! RIJCOSX wB97M-V def2-TZVPD def2/J DEFGRID3
* xyz 0 1
O 1.224 -0.367 -5.481
O 2.338 -6.426 2.104
N 1.503 2.526 1.131
N -0.415 2.343 2.271
C -2.326 -0.048 2.792
C 5.430 0.582 0.694
C -3.485 1.230 -6.549
C 0.178 -3.491 0.044
C 2.596 6.917 -0.250
C 2.061 -4.083 1.498
C 3.964 2.444 1.516
C -3.298 1.448 4.482
C 5.052 3.187 1.997
C 1.672 -5.445 1.446
C -0.211 -4.862 0.047
C -2.269 1.312 3.537
C 3.536 -6.074 2.847
C 2.353 4.901 -1.632
C -2.845 0.256 -4.430
C 0.059 1.112 7.272
C 4.234 0.904 1.603
C 4.060 -1.409 -2.404
C 0.445 2.574 0.229
C 1.547 2.290 5.793
C 1.239 -2.040 -2.300
C -1.337 2.358 3.396
C 3.220 -1.232 -3.537
C -0.560 -2.463 -0.661
C -2.278 0.785 -7.099
C -1.040 -1.408 -2.877
C -2.543 -1.163 3.840
C 4.672 0.501 3.031
C 6.052 -0.983 -3.715
C -0.717 2.473 0.914
C 1.761 -1.394 -3.398
C 1.370 -3.166 0.733
C 5.447 -1.292 -2.493
C 0.632 5.615 0.103
C 3.962 5.249 1.477
C -0.501 5.541 5.588
C -2.146 3.257 5.510
C 2.810 3.146 1.048
C 5.044 4.569 2.023
C -0.132 -1.956 -1.913
C -1.345 3.413 4.373
C 3.082 0.012 1.181
C 3.863 -0.915 -4.752
C -0.630 -0.845 -4.063
C -0.148 0.125 6.296
C 0.494 0.226 5.061
C -3.772 0.942 -5.212
C -1.356 0.097 -6.311
C 0.535 -5.824 0.681
C 2.115 5.450 -0.222
C 5.250 -0.798 -4.845
C -3.181 2.326 5.544
C -3.523 -0.006 1.838
C -1.594 -0.165 -4.947
C 2.928 4.583 0.805
C 1.683 1.731 3.419
C 0.820 -0.843 -4.404
C 1.209 1.399 4.746
C 0.950 2.162 7.041
C -0.679 4.826 4.234
C 0.949 2.136 2.348
C 0.707 4.784 3.630
C -1.081 -0.464 2.021
C -1.622 5.690 3.390
H 2.805 0.164 0.130
H 7.137 -0.887 -3.779
H 0.028 4.907 6.310
H 5.623 0.968 3.306
H 3.646 7.016 -0.543
H 2.710 2.040 3.336
H -1.781 5.245 2.400
H 0.032 4.726 -0.084
H 0.279 -6.881 0.626
H -1.457 5.871 6.009
H -2.505 -2.152 3.366
H 0.624 2.618 -0.838
H 3.399 5.080 -1.915
H 1.716 -2.136 0.650
H -1.752 -1.117 4.599
H 3.931 0.760 3.789
H 2.280 3.077 5.601
H -2.022 3.903 6.385
H 1.906 -2.626 -1.675
H 5.712 -0.557 -5.804
H -0.418 -0.220 -6.750
H -1.214 6.703 3.270
H -4.203 1.789 -7.155
H 0.499 5.933 1.142
H 2.905 -3.778 2.129
H 2.168 3.825 -1.704
H 1.193 2.881 7.833
H 5.936 2.672 2.381
H 5.679 -0.483 0.774
H 5.201 0.806 -0.353
H 0.212 6.405 -0.537
H 3.990 6.340 1.541
H 4.812 -0.586 3.077
H 5.900 5.101 2.445
H -0.777 -0.742 6.517
H -1.179 -1.526 1.755
H 1.363 4.124 4.202
H -3.892 2.292 6.369
H 2.199 0.158 1.810
H -2.596 5.775 3.890
H -3.510 -1.087 4.350
H -3.401 0.813 1.118
H 1.148 5.790 3.656
H 3.630 -1.629 -1.424
H 6.059 -1.441 -1.601
H -3.099 0.072 -3.385
H 2.002 7.480 -0.984
H -1.584 -2.273 -0.360
H 6.319 1.154 0.979
H -2.106 -1.470 -2.660
H 3.302 -5.360 3.652
H 0.103 6.447 5.438
H -3.603 -0.951 1.283
H 4.307 -5.646 2.186
H -1.092 -5.148 -0.522
H -0.945 0.078 1.082
H 0.707 4.448 2.595
H -4.719 1.253 -4.768
H -4.162 0.783 4.439
H -0.178 -0.364 2.631
H -2.054 0.981 -8.147
H -0.455 1.048 8.230
H -1.736 2.484 0.555
H 0.514 -0.599 4.346
H 3.878 -7.018 3.262
H 3.402 -1.033 1.322
H -4.459 0.154 2.385
H 2.437 7.403 0.720
H 3.248 -0.745 -5.629
H 1.715 5.425 -2.356
*
```

Properties
Molar mass in g/mol: 899.3
Frontier orbital gap in eV: 5.44
Highest occupied orbital energy in eV: -6.611
Calculated total energy in a.u.: -2740.61010
Lowest unoccupied orbital energy in hartree: -0.0430
SMILES string: CC(C)(C)c1cccc(C(C)(C)C)c1N1C=CN(c2c(C(C)(C)C)cccc2C(C)(C)C)C1=Cc1ccccc1.COc1ccc(C=C2C=C(c3ccccc3)C(=O)C(c3ccccc3)=C2)cc1
Energy relative to the best compared isomer or geometry (same formula, charge and spin) in kJ/mol: 46.5


No. 3
Below is C64H83F6N17O9S as an isolated structure at a distorted geometry, with properties calculated with ωB97M-V/def2-TZVPD.

```
! RIJCOSX wB97M-V def2-TZVPD def2/J DEFGRID3
* xyz 0 1
S 0.142 2.149 -3.459
F 5.511 -3.192 2.533
F 2.964 -3.084 1.537
F 4.376 -2.376 -1.615
F 2.350 -2.271 -0.851
F 4.880 -1.128 2.324
F 4.487 -4.018 0.296
O -0.527 6.451 1.011
O 2.431 4.613 2.929
O -7.991 3.324 0.522
O -7.029 1.782 1.817
O 6.991 -2.811 0.014
O 4.113 3.349 2.255
O 4.782 0.141 -0.225
O -7.769 -0.640 -1.714
O 7.238 -0.845 1.022
N 3.774 4.136 -0.583
N -3.939 -1.773 7.265
N -0.694 3.499 -0.843
N 2.858 -9.218 0.976
N -0.516 -7.646 -1.381
N 9.220 3.480 -1.650
N -4.081 1.281 -7.813
N 10.511 0.104 3.010
N -8.362 -3.032 0.567
N 1.673 3.297 5.410
N 0.527 1.227 7.612
N -2.723 -10.206 1.139
N -6.836 -0.400 -6.516
N 0.367 -4.059 -7.794
N 0.529 -6.540 -2.350
N 5.929 0.227 6.120
N -4.397 1.060 4.162
C 0.901 1.763 -1.854
C 3.030 3.389 2.767
C -1.055 -7.119 -0.483
C 0.913 2.189 0.578
C 7.439 1.122 4.178
C 6.552 -2.023 0.773
C -4.277 -0.752 -9.453
C -1.713 -6.390 0.619
C 2.257 2.133 3.252
C -5.647 3.212 -1.365
C 2.793 -0.007 7.168
C 6.592 0.621 5.273
C 6.044 2.879 -0.930
C -5.249 1.946 -4.121
C -8.453 -0.036 -2.795
C -7.386 -3.623 0.459
C -7.770 -0.222 -7.156
C 1.997 1.236 0.788
C -6.980 2.768 0.824
C 1.521 0.685 7.420
C -1.594 2.428 -2.973
C 5.217 -2.223 1.593
C 9.133 2.574 -2.349
C -4.167 0.391 -8.531
C -5.175 1.255 4.982
C 2.966 4.741 7.176
C 0.921 -5.925 -3.245
C -0.210 -10.453 0.455
C -6.016 0.687 -3.517
C 11.865 1.534 4.740
C 9.040 1.412 -3.250
C 3.655 -1.958 -0.537
C -0.265 7.013 2.285
C 2.855 -4.328 -8.574
C 2.914 -8.080 0.848
C 4.768 3.587 -0.735
C 0.926 5.455 -0.643
C -6.136 -4.375 0.305
C 1.458 -4.179 -8.128
C 1.965 0.818 -1.716
C -8.187 -0.112 -0.453
C -5.599 3.023 0.188
C -2.805 -1.709 7.418
C -1.622 -10.311 0.834
C 3.717 -0.395 -0.356
C -4.021 2.323 -3.251
C -7.557 0.922 -3.663
C 4.028 -2.796 0.748
C -1.347 -1.628 7.616
C -1.786 3.065 -1.705
C -6.171 1.500 6.040
C 0.512 6.782 0.079
C -4.246 2.931 -1.971
C 2.497 0.589 -0.390
C -8.970 0.010 -7.980
C -3.099 3.320 -1.191
C 3.063 -6.616 0.712
C 0.362 2.490 -0.735
C -2.712 2.049 -3.771
C -0.212 4.791 -1.438
C 11.102 0.729 3.768
C 2.237 3.924 6.192
C 2.567 0.975 2.230
C 1.418 -5.151 -4.399
H -7.053 1.978 5.616
H 1.142 -5.647 -5.329
H -8.969 -0.740 0.019
H 8.466 0.795 4.325
H -3.601 -0.614 -10.296
H -4.014 -1.672 -8.932
H 2.642 1.838 4.239
H 3.530 -3.938 -7.813
H 9.658 1.578 -4.131
H 7.411 2.210 4.156
H 0.165 4.659 -2.483
H 2.620 -1.072 7.020
H 3.937 -6.410 0.098
H -9.335 0.546 -2.444
H 2.503 -5.073 -4.344
H -0.264 8.127 2.195
H -1.042 6.706 3.010
H 0.428 -10.087 1.257
H 2.379 0.287 -2.590
H -6.356 -5.423 0.124
H -5.698 0.611 -2.459
H 11.520 2.567 4.716
H -5.993 2.763 -4.204
H -8.857 -0.862 -3.426
H 1.375 4.801 0.127
H -5.740 -0.244 -4.051
H 1.758 5.733 -1.330
H 3.463 0.128 8.015
H 6.683 3.011 -0.059
H -2.624 -5.919 0.251
H 7.649 -0.911 1.901
H -1.081 5.482 -1.533
H -9.092 1.076 -8.164
H -8.578 0.929 -0.516
H 0.727 6.707 2.700
H 2.138 0.035 2.632
H 0.185 7.520 -0.687
H -2.575 1.564 -4.748
H -1.090 -1.974 8.616
H 12.924 1.506 4.492
H 8.006 1.268 -3.562
H -1.050 -5.614 1.014
H 3.204 -6.164 1.692
H -8.871 -0.507 -8.933
H -5.298 -0.831 -9.823
H 1.393 7.115 0.669
H -7.845 0.762 -4.722
H -5.105 3.876 0.704
H -9.852 -0.365 -7.461
H -1.970 -7.081 1.422
H 9.385 0.517 -2.735
H 7.076 0.739 3.227
H -6.438 2.573 -1.806
H -4.988 2.115 0.396
H 3.079 -5.380 -8.744
H 4.036 4.685 6.983
H 1.644 4.485 3.486
H 5.851 1.818 -1.071
H -7.149 2.209 2.677
H -1.013 -0.597 7.499
H 2.644 5.779 7.103
H -6.463 0.555 6.497
H -3.197 3.796 -0.205
H -0.004 -9.879 -0.447
H -7.864 1.960 -3.399
H -7.297 -0.122 0.211
H -5.568 -3.979 -0.537
H 0.989 -4.150 -4.391
H 0.460 2.735 1.422
H 0.017 -11.503 0.271
H -4.929 1.649 -5.145
H 3.260 0.405 6.276
H 6.558 3.269 -1.806
H -5.539 -4.289 1.211
H 1.169 2.293 3.352
H 3.007 -3.777 -9.501
H -0.839 -2.252 6.882
H -5.747 2.149 6.804
H 2.764 4.374 8.181
H 3.673 0.942 2.148
H 11.723 1.134 5.743
H -5.905 4.264 -1.632
H 2.184 -6.178 0.240
*
```

Properties
Molar mass in g/mol: 1380.5
Frontier orbital gap in eV: 7.23
Highest occupied orbital energy in eV: -7.601
Calculated total energy in a.u.: -5093.56086
Lowest unoccupied orbital energy in hartree: -0.0137